ORCA calculation (the ωB97M-V functional and the def2-TZVPD basis) on C28H30N6PbSSi as an isolated structure.

Last column: Löwdin charge in e.
Atoms and positions in Å:
1 C -2.47951 -1.72134 0.66770  -0.27
2 H 1.91158 7.21035 -1.28408  0.03
3 C 1.06654 4.44647 -2.54622  -0.06
4 C -0.17373 -0.68532 -2.72675  -0.10
5 C -4.20158 -0.77888 -0.75860  0.06
6 C -4.74585 -1.44276 1.48627  0.01
7 H -1.33392 2.08416 -2.56560  0.11
8 H 3.76717 4.46783 1.42620  0.02
9 S 2.08210 2.10971 0.57460  0.55
10 H -5.45912 -1.52682 2.29564  0.13
11 H 3.12410 -0.19480 -0.04550  0.06
12 H 5.16162 5.21160 0.64165  0.04
13 N -0.72774 -0.58099 -1.52657  -0.07
14 C -5.15249 -0.90253 0.26351  -0.21
15 C 0.82885 -4.34362 2.82180  0.05
16 C 2.48379 6.78663 -0.45767  -0.17
17 H -6.56954 0.64909 -0.09326  0.11
18 N -1.98359 -1.06176 -1.65150  -0.08
19 C 4.32435 5.39875 -2.47587  -0.17
20 C 1.31581 2.87801 -0.78841  -0.75
21 C -0.12304 -5.31828 3.12808  -0.18
22 H 0.70321 -7.24474 3.38569  0.12
23 H -0.64394 -6.90543 4.46146  0.10
24 C -1.40076 -5.24560 2.52552  0.02
25 C 3.76954 -2.02323 1.06879  0.02
26 N 1.62677 -1.34888 0.83576  -0.05
27 H -2.68416 -4.12942 1.27816  0.13
28 H -2.11518 -6.04446 2.67381  0.14
29 C 2.97348 -2.91443 1.71226  0.00
30 N 1.66769 -2.50743 1.56282  -0.04
31 H -3.13740 -2.22993 2.64875  0.14
32 H 0.83885 -0.34881 -2.88247  0.13
33 H -4.50490 -0.37200 -1.71559  0.14
34 H -3.16766 -1.88885 -3.21360  0.14
35 Si 3.28069 5.13656 -0.92759  0.54
36 H -7.18769 -0.67539 0.89766  0.09
37 C -1.07499 -1.23779 -3.64601  -0.01
38 H 3.25864 -3.81817 2.21628  0.13
39 H 5.15227 6.06763 -2.23159  0.04
40 C 0.58173 -3.28896 1.96098  -0.03
41 N 0.20380 2.23087 -1.19769  -0.14
42 H 1.38343 5.33384 -3.08323  0.11
43 H 3.75978 5.85928 -3.28761  0.03
44 H 1.81959 6.67276 0.40070  0.04
45 C 4.33191 4.51565 0.49572  -0.21
46 H 4.75148 3.52770 0.30691  0.02
47 C -2.22109 -1.46277 -2.92573  -0.02
48 C 0.23625 -6.46471 3.99758  0.00
49 C -0.79007 -3.09904 1.51266  -0.15
50 H 3.26783 7.49756 -0.18882  0.04
51 H -6.97410 -0.87904 -0.85260  0.10
52 C -6.55209 -0.43396 0.04973  -0.01
53 C -0.04898 3.75357 -2.99618  -0.04
54 H 0.95774 -6.18325 4.76326  0.10
55 C -0.45593 2.65224 -2.27583  -0.15
56 C -2.88867 -1.14304 -0.56598  -0.13
57 H 1.79863 -4.45238 3.28138  0.12
58 C 1.79309 4.03513 -1.42938  -0.23
59 C -3.44989 -1.85583 1.68168  0.01
60 Pb -0.07137 0.45350 0.58865  1.24
61 N -1.15870 -2.02074 0.85518  0.09
62 C -1.72103 -4.17395 1.76481  0.04
63 H 4.84205 -2.03924 0.98661  0.13
64 H -0.91259 -1.45000 -4.68817  0.12
65 H 4.75122 4.46492 -2.84695  0.03
66 C 2.88391 -1.06913 0.53659  -0.13
67 H -0.58816 4.06388 -3.87980  0.11

Relative energy (zero: lowest compared OMol25 entry of this formula, charge and spin) ... 0.462 eV
Total charge ... +2
Orbital gap ... 3.46 eV
HOMO level ... -12.47 eV
E ... -2293.516396 Eh

ORCA calculation (the ωB97M-V functional and the def2-TZVPD basis) on a 8-piece molecular cluster, C28H30N8O6 overall.

Last column: Löwdin charge in e.
Atoms and positions in Å:
1 H -2.03578 -0.36751 -2.12726  0.09
2 N -0.06982 -0.18344 3.81905  0.14
3 C -2.21212 1.91718 -3.78243  -0.09
4 C -1.06820 1.54261 -4.47072  -0.08
5 H -6.45733 -3.30030 3.12057  0.09
6 C 3.56573 -5.06345 5.10454  -0.06
7 N -3.59251 -1.99439 -0.70838  -0.32
8 H 7.07671 4.40855 0.99438  0.10
9 H -2.04886 -1.37723 -5.66930  0.12
10 C 6.61088 3.56458 1.48133  -0.04
11 H 0.03789 2.05704 1.65094  0.09
12 H -5.11140 2.44872 -1.14184  0.08
13 H 4.76814 0.76143 3.36289  0.12
14 C -2.13548 -1.92972 -0.66714  -0.12
15 O 3.95496 0.85829 -0.45851  0.05
16 C -4.56879 1.86649 -0.39707  -0.04
17 N -4.67352 -0.80760 -4.79790  -0.34
18 H -0.18444 2.15001 -4.34246  0.10
19 H -2.23598 2.83593 -3.21522  0.09
20 C -2.22354 -0.39392 -5.25822  0.00
21 C 5.61923 2.81022 0.77525  0.02
22 H 0.31238 0.05434 -2.08339  0.08
23 C -3.42929 0.00578 -4.63182  -0.11
24 H -5.16631 -2.23274 2.48113  0.06
25 H 1.68896 -1.38775 -0.40276  0.10
26 H -0.13804 0.05072 -5.59706  0.11
27 H -4.30702 1.62555 -3.48449  0.11
28 N -2.06015 2.70442 -0.60790  0.14
29 O -5.78704 -0.41809 -4.49419  0.07
30 H 3.78389 -6.13074 5.06726  0.07
31 H 1.53613 2.63124 -0.78406  0.06
32 C -1.45292 -0.93937 -1.42040  0.00
33 C 0.01670 -2.53774 0.22445  -0.04
34 C 0.00830 0.30396 2.80433  -0.30
35 H 5.43478 2.82913 -0.28871  0.10
36 C -0.07028 -0.72788 -1.44456  -0.06
37 H -5.08028 2.20132 0.50535  0.08
38 C -4.52537 -3.48514 3.86060  -0.30
39 C 5.05038 1.69871 1.46134  -0.11
40 O -4.10814 -2.84386 0.03612  0.05
41 O -4.57484 -1.95933 -5.19473  0.07
42 C 0.12074 0.97614 1.53743  -0.08
43 H 4.46808 -4.46043 5.20567  0.08
44 H 7.46982 3.98898 3.49019  0.11
45 H -0.69189 0.60559 0.91259  0.05
46 N 4.14607 0.72427 0.75535  -0.32
47 C 1.53255 2.78560 -1.86307  -0.05
48 C -1.34350 -2.73280 0.17663  0.01
49 C 6.10646 2.39085 3.50677  -0.10
50 C -3.41018 1.22350 -3.93219  -0.01
51 C 2.90947 3.22072 -2.37949  -0.26
52 C -1.06769 0.34834 -5.13492  -0.08
53 C 2.94841 -4.74139 3.77138  -0.26
54 C 0.63291 -1.53074 -0.57801  -0.07
55 H 0.89604 3.60736 -2.19118  0.07
56 H 0.71057 -3.01761 0.89875  0.09
57 H 0.99054 0.62680 0.98111  0.05
58 N 2.42501 -4.47718 2.80378  0.13
59 C 5.20043 1.60809 2.85036  -0.02
60 O 3.58732 -0.12075 1.43718  0.06
61 H -1.70020 -3.53709 0.80296  0.12
62 N 3.91480 3.51062 -2.83457  0.12
63 C -3.15004 2.34862 -0.49208  -0.24
64 N -3.72242 -4.15071 4.32997  0.13
65 O -4.30715 -1.31045 -1.43046  0.05
66 H -5.76475 -1.77603 3.99482  0.09
67 H -4.67615 0.78236 -0.36183  0.06
68 H 2.91507 -4.96764 5.97377  0.08
69 C 6.82633 3.37803 2.87453  -0.06
70 H 1.31633 1.83026 -2.34127  0.04
71 C -5.61226 -2.66194 3.37836  -0.07
72 H 6.18180 2.28228 4.57865  0.11

Relative energy (zero: lowest compared OMol25 entry of this formula, charge and spin) ... 0.924 eV
Orbital gap ... 9.09 eV
HOMO level ... -10.04 eV
Structure (SMILES) ... O=[N+]([O-])c1ccccc1.O=[N+]([O-])c1ccccc1.O=[N+]([O-])c1ccccc1.CC#N.CC#N.CC#N.CC#N.CC#N
E ... -1974.061182 Eh

ORCA calculation (the ωB97M-V functional and the def2-TZVPD basis) on C28H30NO2S as an isolated structure.

Last column: Löwdin charge in e.
Atoms and positions in Å:
1 H 3.65803 0.35948 1.15621  0.08
2 C 3.44694 0.31449 -3.16647  -0.20
3 C 1.04786 -2.85873 3.23078  -0.21
4 C -1.84139 -1.07828 2.01701  -0.17
5 H -2.08365 5.71189 -2.02223  0.09
6 H 1.89184 -3.22351 3.83223  0.08
7 H 4.43228 -1.16738 0.63443  0.07
8 C -1.60983 3.14764 -0.12233  -0.03
9 C -2.17648 -2.41853 1.75059  -0.02
10 H -1.38988 -3.12452 1.48143  0.10
11 H -5.73558 -4.20339 3.19764  0.10
12 H -1.42326 1.09878 0.51632  0.09
13 H -3.75231 -3.90078 1.67028  0.11
14 H -4.98050 0.11191 2.66294  0.13
15 C 1.50644 1.30597 -4.84311  -0.08
16 C 2.81257 1.11371 -5.31942  -0.08
17 H -2.61778 3.23664 0.27669  0.11
18 H 1.99145 2.86943 -1.47580  0.12
19 C -4.17909 -0.58257 2.44129  0.03
20 C -3.49507 -2.85382 1.85797  0.00
21 H 4.83361 0.45684 -4.78558  0.11
22 S 1.83032 -1.87101 1.91884  1.13
23 H 0.43268 -2.18932 3.83199  0.07
24 C 2.16267 -3.21677 0.76969  -0.23
25 H 0.49179 -3.71882 2.84324  0.06
26 C -4.51614 -1.93964 2.20916  -0.24
27 H -7.29959 -3.63692 2.51960  0.10
28 H 0.14923 1.18012 -3.13757  0.12
29 H 1.58418 -4.11602 1.01281  0.07
30 C -1.04509 4.23353 -0.78931  -0.28
31 O -0.01117 0.15418 2.95592  0.08
32 C 0.37705 1.75479 -0.46737  -0.18
33 H -2.72827 5.50250 -0.39377  0.08
34 C -2.85907 -0.19160 2.41832  -0.01
35 H 0.21593 -1.40696 0.05904  0.12
36 C -0.92205 1.94662 0.03901  -0.02
37 H -2.60292 0.82742 2.70001  0.13
38 H -5.98053 -4.14524 1.41101  0.09
39 C -0.44276 -0.55222 2.03687  -0.44
40 H 3.05709 1.36473 -6.35300  0.11
41 C 1.10515 0.47101 -0.27884  -0.08
42 C 2.17741 0.26210 -1.20883  -0.14
43 O -5.82909 -2.27012 2.36179  -0.08
44 H -1.21363 6.38088 -0.64752  0.09
45 C 3.54847 0.00389 -0.92394  -0.24
46 C 4.26142 -0.11071 0.36574  -0.03
47 C 0.26317 4.10066 -1.25215  -0.03
48 H 5.25317 -0.18369 -2.14980  0.17
49 N 4.26378 0.00189 -2.08492  0.12
50 C 3.81043 0.60893 -4.47292  -0.01
51 C 0.56548 -0.84955 0.93292  -0.26
52 H 5.24406 0.39322 0.33817  0.10
53 C 0.96517 2.91001 -1.08563  -0.02
54 H 1.95070 -2.86199 -0.24051  0.07
55 H 1.39704 0.24143 0.93480  0.12
56 H 3.23239 -3.41658 0.89482  0.06
57 H 0.75095 1.69242 -5.51729  0.10
58 C 2.14393 0.51922 -2.65848  -0.13
59 H 0.74211 4.93902 -1.75801  0.12
60 C 1.15939 1.02241 -3.51732  -0.02
61 C -1.80277 5.51502 -0.97725  -0.05
62 C -6.21828 -3.66411 2.36981  -0.05

Relative energy (zero: lowest compared OMol25 entry of this formula, charge and spin) ... 3.361 eV
Total charge ... +1
Orbital gap ... 6.35 eV
HOMO level ... -9.66 eV
E ... -1687.965224 Eh

ORCA calculation (the ωB97M-V functional and the def2-TZVPD basis) on C28H30NOSTm as an isolated structure.

Last column: Mulliken spin population.
Atoms and positions in Å:
1 H -2.34701 3.19901 -2.38911  0.00
2 H 1.48987 -2.37661 2.56592  0.00
3 H -0.26178 3.71347 -3.03131  0.00
4 H 2.17522 2.35774 1.02265  0.00
5 N -0.23170 3.14378 -2.18970  0.00
6 C -0.77943 -0.28804 2.32116  0.00
7 C -1.59224 2.88464 -1.64930  0.00
8 H 2.16541 0.22664 2.23190  0.00
9 H -2.23378 -3.86837 0.47748  0.00
10 C -1.27001 0.77722 1.52423  0.00
11 H -3.94208 3.10174 -0.30582  0.00
12 H -4.32327 4.08184 1.96105  0.00
13 C -0.81008 4.31122 0.28406  0.00
14 C -3.33382 4.13731 1.49716  0.00
15 S -1.05042 -2.59436 -1.82509  0.00
16 C -1.01951 4.88611 1.54842  0.00
17 H 4.44162 0.45440 -1.48879  0.00
18 H 0.68089 -4.70609 -2.57658  0.00
19 C -2.30720 -1.16556 0.84031  0.00
20 C -1.40215 -1.49633 1.89271  0.00
21 C -1.15096 -5.72587 0.69507  0.00
22 H 3.66231 1.82867 -2.30753  0.00
23 C 2.34129 -1.61233 -0.57593  -0.01
24 H 0.37165 1.53411 -0.28909  0.00
25 C 1.73530 -1.89546 1.62304  0.00
26 H -0.19822 5.42288 2.03309  0.00
27 C -0.17988 -6.57607 0.15393  0.00
28 C 2.08740 -0.52840 1.44979  -0.01
29 H 2.63003 -1.82271 -1.60548  0.00
30 C 2.91452 2.15512 0.23116  0.00
31 H 3.02963 3.06385 -0.38038  0.00
32 H -2.43854 5.21637 3.15132  0.00
33 C -3.12054 3.57428 0.23651  0.00
34 Tm -0.00476 -0.82358 -0.02038  2.02
35 H 0.66993 0.21364 -1.62848  0.00
36 O 1.14845 1.71871 -3.41731  0.00
37 H 1.21723 -6.87642 -1.46793  0.00
38 H -2.99584 -1.84109 0.34463  0.00
39 C 0.66702 2.09244 -2.35426  0.00
40 C -2.27748 4.78171 2.16023  0.00
41 H -1.74043 1.79587 -1.53064  0.00
42 H -1.07596 1.83882 1.68189  0.00
43 H 0.14734 4.41089 -0.23456  0.00
44 C -2.22033 0.23079 0.60247  0.00
45 C 3.47641 0.84916 -1.85010  0.00
46 C 1.89486 -2.55670 0.38217  0.00
47 C 2.43056 -0.33046 0.07554  0.00
48 H -0.11964 -0.17077 3.17911  0.00
49 H 1.78697 -3.62122 0.21552  0.00
50 C -0.77221 -4.12045 -1.09616  0.00
51 H -1.66578 -5.99656 1.61725  0.00
52 H -1.30227 -2.47080 2.36511  0.00
53 C -1.47000 -4.52625 0.06728  0.00
54 H 0.06194 -7.51704 0.64994  0.00
55 H -2.86068 0.80411 -0.06689  0.00
56 C 2.49365 0.99210 -0.67332  0.00
57 C 0.17596 -5.01047 -1.66238  0.00
58 H 3.09324 0.17974 -2.63102  0.00
59 C -1.84460 3.61060 -0.34629  0.00
60 H 3.88911 1.93574 0.69821  0.00
61 C 0.47051 -6.21291 -1.03319  0.00
62 C 0.99430 1.20621 -1.15330  0.00

Relative energy (zero: lowest compared OMol25 entry of this formula, charge and spin) ... 0.066 eV
Multiplicity ... 3
Orbital gap (alpha / beta) ... 7.65 / 7.67 eV
HOMO level (alpha / beta) ... -7.27 / -7.28 eV
E ... -2698.366325 Eh

Question: What is the E in the third record?
Answer: -1687.965224 Eh

Question: What is the formula in the fourth record?
Answer: C28H30NOSTm